DFT (wB97M-V/def2-TZVPD) results for 2 unconnected molecules or ions with the total composition C5H10O2.

Each line ends with the Löwdin charge.
Atoms and positions in Å:
O1 -2.045 0.485 0.785  -0.11
O2 1.287 -1.182 2.074  -0.07
C1 1.909 -0.099 -0.803  0.00
C2 -0.776 1.126 0.630  -0.15
C3 -1.878 -0.254 -0.426  -0.16
C4 0.624 -0.353 -1.099  -0.16
C5 -0.574 0.496 -0.773  -0.24
H1 1.512 -0.247 1.989  0.02
H2 -0.080 0.808 1.416  0.09
H3 -1.769 -1.332 -0.226  0.12
H4 -0.750 1.241 -1.557  0.14
H5 2.670 -0.855 -0.959  0.06
H6 -0.875 2.217 0.657  0.12
H7 0.399 -1.320 -1.547  0.11
H8 0.837 -1.440 1.256  0.02
H9 -2.716 -0.103 -1.115  0.12
H10 2.225 0.811 -0.302  0.07

Its net charge is 0. The calculation puts the HOMO-LUMO gap at 10.7 eV. The multiplicity is 1. The value obtained for the LUMO energy is 0.85 eV. Its total energy is -9439.967 eV. As for the HOMO energy: -9.8652 eV. Its structure (SMILES) is C=CC1COC1.O. The calculation puts the energy above the lowest of the compared OMol25 structures with the same formula, charge and spin at 70.93 kcal/mol.


DFT (wB97M-V/def2-TZVPD) results for 2 unconnected molecules or ions with the total composition C5H10O2.

Each line ends with the Löwdin charge.
Atoms and positions in Å:
O1 1.439 0.309 -2.188  -0.06
O2 0.522 1.016 0.411  -0.09
C1 -0.831 -0.908 0.530  -0.11
C2 -1.569 0.174 -0.263  -0.15
C3 0.561 -0.335 0.652  -0.40
C4 -0.831 1.433 0.185  -0.16
C5 1.706 -0.945 0.945  0.06
H1 -1.228 1.830 1.128  0.13
H2 -0.847 -1.894 0.060  0.12
H3 -1.253 -1.009 1.537  0.13
H4 -0.818 2.229 -0.562  0.13
H5 -1.424 0.026 -1.338  0.11
H6 2.616 -0.369 1.078  0.07
H7 1.740 -2.018 1.091  0.06
H8 -2.640 0.216 -0.047  0.11
H9 1.480 0.836 -1.377  0.02
H10 1.378 -0.589 -1.841  0.03

Its net charge is 0. The calculation puts the HOMO-LUMO gap at 9.9 eV. The multiplicity is 1. The value obtained for the LUMO energy is 0.89 eV. Its total energy is -9441.503 eV. As for the HOMO energy: -8.9796 eV. Its structure (SMILES) is C=C1CCCO1.O. The calculation puts the energy above the lowest of the compared OMol25 structures with the same formula, charge and spin at 35.50 kcal/mol.


DFT (wB97M-V/def2-TZVPD) results for 2 unconnected molecules or ions with the total composition C5H10O2.

Each line ends with the Löwdin charge.
Atoms and positions in Å:
O1 -0.761 -2.472 1.138  -0.01
O2 0.716 1.075 -0.366  -0.14
C1 0.071 0.033 -0.966  -0.24
C2 -2.044 0.750 0.114  -0.09
C3 2.114 0.953 -0.223  -0.09
C4 -1.236 -0.138 -0.788  -0.16
C5 0.169 -1.707 1.137  -0.18
H1 -1.651 0.732 1.139  0.07
H2 -1.992 1.791 -0.221  0.08
H3 -1.716 -0.980 -1.279  0.11
H4 0.685 -0.624 -1.585  0.13
H5 2.376 0.290 0.613  0.08
H6 2.584 0.572 -1.141  0.09
H7 1.143 -1.969 0.676  0.09
H8 0.137 -0.708 1.613  0.09
H9 -3.093 0.449 0.151  0.07
H10 2.498 1.953 -0.013  0.09

Its net charge is 0. The calculation puts the HOMO-LUMO gap at 9.5 eV. The multiplicity is 1. The value obtained for the LUMO energy is 0.81 eV. Its total energy is -9439.954 eV. As for the HOMO energy: -8.6957 eV. Its structure (SMILES) is C/C=C\OC.C=O. The calculation puts the energy above the lowest of the compared OMol25 structures with the same formula, charge and spin at 71.24 kcal/mol.


DFT (wB97M-V/def2-TZVPD) results for 2 unconnected molecules or ions with the total composition C5H10O2.

Each line ends with the Löwdin charge.
Atoms and positions in Å:
O1 -0.580 -1.631 -0.738  0.05
O2 -0.266 2.053 -0.736  -0.03
C1 -0.448 -0.773 0.308  -0.44
C2 2.004 -0.320 -0.421  -0.10
C3 0.940 -0.303 0.681  -0.19
C4 -1.416 1.680 -0.666  -0.18
C5 -1.534 -0.392 0.989  0.00
H1 -2.521 -0.759 0.731  0.08
H2 1.251 -0.961 1.499  0.12
H3 2.113 -1.313 -0.883  0.07
H4 -2.127 2.092 0.074  0.09
H5 0.240 -1.644 -1.246  0.09
H6 0.859 0.712 1.086  0.11
H7 -1.430 0.281 1.833  0.08
H8 -1.848 0.942 -1.367  0.09
H9 1.783 0.423 -1.194  0.08
H10 2.982 -0.083 0.015  0.08

Its net charge is 0. The calculation puts the HOMO-LUMO gap at 9.7 eV. The multiplicity is 1. The value obtained for the LUMO energy is 0.87 eV. Its total energy is -9440.566 eV. As for the HOMO energy: -8.8187 eV. Its structure (SMILES) is C=C(O)CC.C=O. The calculation puts the energy above the lowest of the compared OMol25 structures with the same formula, charge and spin at 57.12 kcal/mol.